This record from OMol25 describes a 2-piece molecular cluster, C2H8N2S2 overall. The level of theory is ωB97M-V/def2-TZVPD.

Calculated values
Gap between HOMO and LUMO (alpha / beta) = 7.67 / 7.60 eV
F_max = 0.0616 Eh/bohr
Energy relative to the best compared isomer or geometry (same formula, charge and spin) = 107.2 kcal/mol
HOMO level (alpha / beta) = -0.264 / -0.256 Eh

XYZ file:
```
14
C2H8N2S2 | OMol25 | ωB97M-V/def2-TZVPD
H -1.485 1.098 1.135
C 1.356 0.293 -0.634
H 1.372 1.505 1.482
H -0.571 -1.368 0.711
H -2.264 -1.170 0.581
N -1.062 0.193 -0.615
H -0.763 1.935 -0.011
S 1.422 1.895 0.225
N -1.358 1.184 0.165
S 1.704 -1.214 0.156
H -1.204 -1.915 -0.855
H 1.628 0.482 -1.731
H 2.550 -1.823 -0.625
C -1.327 -1.095 0.015
```

Atomic partial charges in e from the natural (NBO) method, atoms 1 to 2: number 1, H, carries 0.33; number 2, C, carries -0.60

---

This record from OMol25 describes a 2-piece molecular cluster, C2H8N3 overall. The level of theory is ωB97M-V/def2-TZVPD.

Calculated values
Gap between HOMO and LUMO (alpha / beta) = 3.81 / 9.14 eV
F_max = 0.1244 Eh/bohr
Multiplicity = 2
Energy relative to the best compared isomer or geometry (same formula, charge and spin) = 81.3 kcal/mol
HOMO level (alpha / beta) = -0.140 / -0.326 Eh
⟨S²⟩ = 0.760

XYZ file:
```
13
C2H8N3 | OMol25 | ωB97M-V/def2-TZVPD
H -1.472 0.320 2.671
H -0.350 -0.182 -0.180
H 2.808 0.483 -3.157
N -2.628 0.198 0.989
N -0.375 -0.215 0.929
H 2.122 -1.001 -1.104
N 1.499 -0.315 -1.518
H 0.348 -0.741 1.427
C -1.451 0.063 1.588
H 3.118 0.655 -1.154
C 2.533 0.371 -2.019
H -3.381 0.650 1.387
H -2.771 -0.286 0.143
```

Atomic partial charges in e from the natural (NBO) method, atoms 1 to 2: number 1, H, carries 0.15; number 2, H, carries 0.41

---

This record from OMol25 describes an isolated ion of composition C2H8N3 and charge +1. The level of theory is ωB97M-V/def2-TZVPD.

Calculated values
Gap between HOMO and LUMO = 11.94 eV
F_max = 0.0404 Eh/bohr
Energy relative to the best compared isomer or geometry (same formula, charge and spin) = 7.5 kcal/mol
HOMO level = -0.558 Eh
SMILES string = CNC(N)=[NH2+]
Charge = +1

XYZ file:
```
13
C2H8N3 | OMol25 | ωB97M-V/def2-TZVPD
N -1.281 -0.254 0.492
H -0.426 -1.260 -1.876
H -0.599 1.839 1.551
C 0.488 -1.381 -1.309
H 1.391 -1.676 -1.828
H 1.474 0.576 -0.710
H -1.922 0.084 1.196
C -0.087 0.354 0.348
N 0.198 1.452 1.075
N 0.773 -0.134 -0.538
H 0.267 -2.141 -0.553
H -1.729 -0.673 -0.305
H 1.158 1.742 1.077
```

Atomic partial charges in e from the natural (NBO) method, atoms 1 to 2: number 1, N, carries -0.77; number 2, H, carries 0.21

---

This record from OMol25 describes an isolated ion of composition C2H8N3 and charge +1. The level of theory is ωB97M-V/def2-TZVPD.

Calculated values
Gap between HOMO and LUMO = 10.07 eV
F_max = 0.1937 Eh/bohr
Energy relative to the best compared isomer or geometry (same formula, charge and spin) = 155.5 kcal/mol
HOMO level = -0.577 Eh
SMILES string = [H]/N=[NH+]\CNC
Charge = +1

XYZ file:
```
13
C2H8N3 | OMol25 | ωB97M-V/def2-TZVPD
H -2.016 0.209 0.101
H 0.120 -0.045 1.476
H 1.366 -1.775 1.775
N 0.713 0.759 -0.679
H 0.927 0.498 0.157
C -1.198 -0.475 -0.104
H 1.422 -1.163 0.100
H -1.322 -1.401 -0.807
N -0.356 0.596 -1.218
H 0.573 -2.662 0.636
H -0.305 1.235 -1.979
N -0.364 -0.782 0.875
C 0.789 -1.552 0.771
```

Atomic partial charges in e from the natural (NBO) method, atoms 1 to 2: number 1, H, carries 0.25; number 2, H, carries 0.40

---

This record from OMol25 describes a 2-piece molecular cluster, C2H8N3 overall. The level of theory is ωB97M-V/def2-TZVPD.

Calculated values
Gap between HOMO and LUMO = 11.79 eV
F_max = 0.0099 Eh/bohr
Energy relative to the best compared isomer or geometry (same formula, charge and spin) = 22.2 kcal/mol
HOMO level = -0.548 Eh
Charge = +1

XYZ file:
```
13
C2H8N3 | OMol25 | ωB97M-V/def2-TZVPD
H 0.539 1.421 -0.963
H 1.228 -1.250 0.051
N 2.235 -0.444 -1.559
H -3.356 -0.473 1.872
H -1.302 0.201 2.476
H -2.942 -0.049 0.119
N -1.471 0.313 1.479
C -2.627 -0.093 1.159
H -0.250 0.522 0.361
H 2.219 0.217 -2.318
N 0.507 0.592 -0.387
H 2.738 -1.293 -1.730
C 1.310 -0.399 -0.618
```

Atomic partial charges in e from the natural (NBO) method, atoms 1 to 2: number 1, H, carries 0.41; number 2, H, carries 0.22

---

This record from OMol25 describes a 2-piece molecular cluster, C2H8N3 overall. The level of theory is ωB97M-V/def2-TZVPD.

Calculated values
Gap between HOMO and LUMO = 10.88 eV
F_max = 0.0234 Eh/bohr
Energy relative to the best compared isomer or geometry (same formula, charge and spin) = 26.3 kcal/mol
HOMO level = -0.528 Eh
Charge = +1

XYZ file:
```
13
C2H8N3 | OMol25 | ωB97M-V/def2-TZVPD
N -0.950 -1.289 0.933
H -0.267 3.484 -1.576
N -0.199 1.771 -0.353
H -0.464 2.310 0.469
H 0.058 1.842 -2.348
H -1.723 -1.815 1.323
H -1.175 -0.349 0.617
C 0.199 -1.851 0.660
H 0.245 -2.914 0.845
C -0.191 2.399 -1.446
H 1.958 -1.631 -0.237
N 1.195 -1.138 0.213
H 1.051 -0.157 -0.041
```

Atomic partial charges in e from the natural (NBO) method, atoms 1 to 2: number 1, N, carries -0.71; number 2, H, carries 0.18

---

This record from OMol25 describes a 2-piece molecular cluster, C2H8N3 overall. The level of theory is ωB97M-V/def2-TZVPD.

Calculated values
Gap between HOMO and LUMO (alpha / beta) = 6.11 / 8.90 eV
F_max = 0.0888 Eh/bohr
Energy relative to the best compared isomer or geometry (same formula, charge and spin) = 179.0 kcal/mol
HOMO level (alpha / beta) = -0.496 / -0.539 Eh
Charge = +1

XYZ file:
```
13
C2H8N3 | OMol25 | ωB97M-V/def2-TZVPD
N -0.153 0.744 -0.227
H -2.107 2.891 -0.470
H 0.424 1.161 -0.965
H 0.671 -3.050 0.716
N 1.123 -0.931 0.519
C 1.014 -2.120 1.416
H 0.237 -1.881 2.083
N 0.103 -0.244 0.370
H -2.390 1.601 -1.780
H 1.928 -2.355 1.929
H -0.799 2.695 -1.824
H 1.751 -0.880 -0.346
C -1.802 2.370 -1.421
```

Atomic partial charges in e from the natural (NBO) method, atoms 1 to 2: number 1, N, carries -0.30; number 2, H, carries 0.22

---

This record from OMol25 describes an isolated ion of composition C2H8N3 and charge +1. The level of theory is ωB97M-V/def2-TZVPD.

Calculated values
Gap between HOMO and LUMO (alpha / beta) = 5.16 / 7.32 eV
F_max = 0.1220 Eh/bohr
Multiplicity = 3
Energy relative to the best compared isomer or geometry (same formula, charge and spin) = 111.8 kcal/mol
HOMO level (alpha / beta) = -0.304 / -0.572 Eh
⟨S²⟩ = 2.005
Charge = +1

XYZ file:
```
13
C2H8N3 | OMol25 | ωB97M-V/def2-TZVPD
N 1.449 -0.548 -0.061
H 0.797 1.079 1.015
H 1.249 1.451 -0.572
H 1.430 -1.169 0.763
C 0.682 0.811 0.005
C -1.598 -0.041 0.513
H 2.357 -0.206 -0.169
H -1.972 -0.395 -1.371
H 1.168 -1.092 -0.816
N -1.131 -0.572 -0.724
N -0.629 0.743 -0.409
H -2.680 0.197 0.485
H -1.123 -0.259 1.341
```

Atomic partial charges in e from the natural (NBO) method, atoms 1 to 2: number 1, N, carries -0.78; number 2, H, carries 0.18